Record 1
# C3H7NO2

A single C3H7NO2 molecule (the ωB97M-V functional and the def2-TZVPD basis, OMol25).

Output
ΔE to the lowest compared entry with this formula, charge and spin: 153.6 kJ/mol
electronic energy: -323.7225 a.u.
Kohn-Sham gap: 10.8 eV
HOMO energy: -10.02 eV
net charge: 0
E_LUMO: 0.74 eV

The geometry in XYZ format:
```
13
Properties=species:S:1:pos:R:3:nbo_charge:R:1
O 2.065 -0.449 0.749 -0.6150
C 1.736 0.652 0.362 0.5172
N 0.600 0.813 -0.364 -0.6804
C -0.073 -0.567 -0.644 -0.2454
C -1.220 -0.748 0.341 -0.0814
O -2.046 0.387 0.260 -0.7104
H 2.343 1.551 0.578 0.1244
H 0.459 1.765 -0.746 0.4149
H 0.603 -1.443 -0.535 0.2534
H -0.409 -0.540 -1.675 0.2040
H -0.823 -0.902 1.362 0.1706
H -1.831 -1.629 0.101 0.1884
H -1.404 1.109 0.211 0.4598
```

---

Record 2
# C3H5NS

2 unconnected molecules or ions with the total composition C3H5NS (the ωB97M-V functional and the def2-TZVPD basis, OMol25).

Output
2S+1: 3
⟨S²⟩: 2.009
ΔE to the lowest compared entry with this formula, charge and spin: 187.2 kJ/mol
electronic energy: -570.0472 a.u.
Kohn-Sham gap (spin up / spin down): 7.4 / 9.2 eV
HOMO energy (spin up / spin down): -6.69 / -9.91 eV
net charge: 0
E_LUMO (spin up / spin down): 0.70 / -0.75 eV

The geometry in XYZ format:
```
10
Properties=species:S:1:pos:R:3:lowdin_spin:R:1
C 0.111 0.515 -0.868 0.0269
C -0.252 -1.977 0.952 1.3817
C -0.479 1.757 -0.909 0.0039
N 0.850 -0.337 -0.696 0.0379
S 1.090 -1.992 1.874 0.4341
H 1.820 -2.900 1.281 0.0406
H -1.028 -1.178 1.384 0.0724
H 0.281 2.532 -1.126 0.0015
H -1.225 1.733 -1.804 0.0001
H -1.168 1.846 -0.089 0.0008
```

---

Record 3
# C2H2CdO2

A molecular structure, C2H2CdO2 (the ωB97M-V functional and the def2-TZVPD basis, OMol25).

Output
2S+1: 2
⟨S²⟩: 0.756
ΔE to the lowest compared entry with this formula, charge and spin: 144.7 kJ/mol
electronic energy: -395.1962 a.u.
Kohn-Sham gap (spin up / spin down): 6.9 / 7.9 eV
HOMO energy (spin up / spin down): -14.20 / -15.47 eV
net charge: +1
E_LUMO (spin up / spin down): -7.27 / -7.60 eV

The geometry in XYZ format:
```
7
Properties=species:S:1:pos:R:3:lowdin_spin:R:1
O 0.437 1.672 0.050 0.1888
C -0.555 0.989 0.033 0.5841
C -0.506 -0.533 -0.032 0.1032
O 0.779 -0.974 -0.045 0.0430
Cd 2.080 0.367 -0.051 0.0797
H -1.137 -0.840 -0.888 -0.0002
H -1.098 -0.681 0.933 0.0014
```

---

Record 4
# C4H8N2O

A single C4H8N2O molecule (the ωB97M-V functional and the def2-TZVPD basis, OMol25).

Output
ΔE to the lowest compared entry with this formula, charge and spin: 421.1 kJ/mol
electronic energy: -341.8432 a.u.
Kohn-Sham gap: 9.9 eV
HOMO energy: -8.90 eV
net charge: 0
E_LUMO: 0.97 eV

The geometry in XYZ format:
```
15
Properties=species:S:1:pos:R:3:nbo_charge:R:1
N 1.488 -0.779 -0.851 -0.8355
C 0.504 -0.662 0.124 0.4911
O 0.469 -1.842 0.841 -0.7102
C 0.540 0.698 0.844 -0.2861
N -0.860 1.079 0.710 -0.4061
C -1.252 1.052 -0.701 -0.2923
C -1.296 -0.182 0.076 -0.2538
H 1.795 -1.689 -1.164 0.4012
H 1.997 0.020 -1.196 0.3926
H -0.482 -1.859 0.996 0.4900
H 0.805 0.548 1.895 0.2186
H 1.225 1.430 0.399 0.1821
H -0.493 1.063 -1.482 0.1832
H -2.139 1.641 -0.911 0.2108
H -2.303 -0.518 0.420 0.2143
```

---

Record 5
# C4H12BrO2

A molecular structure, C4H12BrO2 (the ωB97M-V functional and the def2-TZVPD basis, OMol25).

Output
ΔE to the lowest compared entry with this formula, charge and spin: 692.7 kJ/mol
electronic energy: -2883.9228 a.u.
Kohn-Sham gap: 7.1 eV
HOMO energy: -3.31 eV
net charge: -1
E_LUMO: 3.75 eV

The geometry in XYZ format:
```
19
Properties=species:S:1:pos:R:3:nbo_charge:R:1
Br -1.636 1.174 2.294 -0.6362
C 0.035 0.456 -1.182 -0.6409
C -1.010 1.090 -0.217 -0.0720
O -0.819 2.503 -0.210 -0.7199
H 0.131 0.968 -2.140 0.1712
H -0.173 -0.597 -1.368 0.1809
H 1.043 0.440 -0.768 0.2057
H -1.151 0.638 0.765 0.1594
H -1.879 0.766 -0.790 0.1091
H -1.102 2.793 -1.080 0.4462
C 1.543 -1.510 0.002 -0.6469
C 0.236 -1.211 0.787 -0.1037
O 0.344 0.045 1.462 -0.7499
H 1.523 -1.054 -0.988 0.2104
H 1.716 -2.575 -0.154 0.1851
H 2.524 -1.218 0.378 0.2121
H -0.146 -1.890 1.549 0.1707
H -0.601 -1.120 0.095 0.1606
H -0.575 0.301 1.566 0.3582
```

---

Record 6
# C3H5NO2

A single C3H5NO2 molecule (the ωB97M-V functional and the def2-TZVPD basis, OMol25).

Output
ΔE to the lowest compared entry with this formula, charge and spin: 117.1 kJ/mol
electronic energy: -322.5297 a.u.
Kohn-Sham gap: 10.5 eV
HOMO energy: -9.65 eV
net charge: 0
E_LUMO: 0.82 eV

The geometry in XYZ format:
```
11
Properties=species:S:1:pos:R:3:nbo_charge:R:1
O 0.426 0.313 2.269 -0.5786
C 0.387 0.252 1.066 0.6512
N 0.880 1.047 0.064 -0.6195
C 0.157 0.379 -1.017 -0.2220
C -0.239 -0.701 0.016 0.0045
O -1.610 -0.947 0.096 -0.6934
H 1.324 1.954 0.105 0.4053
H 0.785 0.049 -1.849 0.1916
H -0.713 0.933 -1.386 0.2001
H 0.349 -1.622 -0.098 0.1792
H -1.748 -1.657 0.735 0.4817
```